12 unconnected molecules or ions with the total composition C60H156N12O18 in a non-equilibrium geometry, computed with wB97M-V/def2-TZVPD.

Calculated values
ΔE to the lowest compared entry with this formula, charge and spin: 72.0 kcal per mole
Kohn-Sham gap: 9.05 eV
E_tot: -119471.6631 eV
LUMO energy: 0.6502 eV

Structure (ORCA input):
```
! RIJCOSX wB97M-V def2-TZVPD def2/J DEFGRID3
* xyz 0 1
O 0.37 6.33 3.10
O -4.95 1.29 -4.25
O -3.41 9.27 2.83
O 0.87 0.46 1.36
O -0.09 -5.60 2.41
O 0.24 -4.58 -3.35
O 5.24 -3.31 4.19
O -6.27 -0.66 -0.12
O -3.57 -2.94 -7.72
O -1.95 3.91 -6.15
O -1.37 -0.36 -1.32
O 5.29 -0.24 0.34
O -1.76 4.54 -2.02
O 1.06 -5.16 7.99
O 4.11 2.81 3.58
O 3.14 -0.48 -4.59
O -1.98 2.04 4.09
O 3.69 -4.58 -0.21
N 0.23 -2.03 0.51
N -0.09 -5.43 5.30
N -2.97 -1.19 1.26
N -0.16 -1.10 4.41
N -2.38 6.55 2.61
N -5.07 -1.32 -4.76
N 4.39 2.60 0.78
N 2.08 -2.75 5.99
N 0.00 -4.28 -6.94
N 0.62 4.83 -3.46
N 4.34 -3.47 -2.73
N -2.48 0.84 -6.43
C 0.40 1.13 5.36
C -4.13 -1.83 -7.04
C -4.40 0.45 -3.24
C 4.28 -4.61 1.10
C 1.55 -6.11 8.88
C -2.88 4.94 -1.16
C -0.36 1.67 -5.53
C 0.56 4.00 -2.19
C 1.93 4.23 -1.49
C 5.37 3.20 1.65
C 0.36 -5.51 1.09
C 3.66 -2.68 -3.79
C -0.67 0.13 5.00
C -4.25 1.00 0.82
C 3.91 -4.83 -2.53
C -2.39 3.01 -5.07
C 4.40 -3.27 5.26
C -0.32 -5.26 7.67
C 0.29 -2.03 -0.99
C -1.81 1.60 -5.32
C 4.81 2.04 -0.47
C -5.78 2.22 -3.70
C -7.17 -1.24 -0.99
C -3.97 -0.78 -3.94
C -0.43 5.15 2.80
C 2.02 -0.28 1.07
C -3.76 6.95 2.93
C -0.66 -6.06 6.48
C -2.73 5.08 -6.02
C 3.20 -1.30 4.27
C -2.47 -2.50 -8.56
C 2.85 0.83 -4.27
C 0.61 -2.62 -5.25
C -0.32 -5.38 -2.26
C 3.40 3.27 4.72
C 6.56 -3.63 4.58
C 1.34 6.57 2.19
C -0.43 -4.34 3.06
C -0.58 4.49 -1.29
C 0.56 -4.15 -5.64
C 1.54 -1.76 1.08
C 3.08 -2.70 4.85
C -0.50 0.64 -1.93
C 5.83 0.89 -0.39
C 4.58 3.85 2.76
C -4.59 -2.35 -5.67
C -1.55 0.68 3.84
C 3.63 -1.19 -3.44
C -1.04 -4.60 4.49
C -1.02 -1.72 -1.69
C -3.89 10.51 2.42
C -3.20 2.08 4.76
C -5.07 -1.36 0.20
C -1.87 5.38 3.25
C -0.30 -4.94 -4.59
C -4.23 8.25 2.30
C 0.95 1.81 1.26
C 4.41 -5.35 -1.18
C 6.03 -1.41 0.18
C -4.28 -0.51 1.17
H -2.41 4.53 2.84
H 3.18 2.41 5.38
H -0.47 -1.43 0.93
H -2.13 1.16 -4.31
H -4.87 -0.57 2.09
H 1.46 -5.74 9.90
H -1.83 -2.37 -1.39
H -0.43 5.00 1.77
H -0.38 -2.17 -5.38
H -4.96 10.64 2.82
H -2.16 1.25 -7.35
H -1.06 1.49 -1.86
H -5.24 1.32 0.77
H 1.58 -4.54 -5.61
H 4.83 -2.70 6.06
H 6.58 -4.39 5.34
H -7.59 -2.19 -0.59
H -2.29 -0.80 0.68
H -1.25 -3.59 4.90
H -1.31 -4.51 -4.68
H -0.01 2.03 5.87
H -3.67 1.56 1.48
H 2.76 4.03 -2.22
H -0.01 0.61 -5.53
H -3.16 11.25 2.75
H -3.73 3.06 4.56
H -0.33 -5.08 0.40
H -3.69 -2.90 -5.26
H -6.73 -1.47 -1.95
H 5.38 2.84 -0.96
H -3.39 -1.05 -6.88
H 7.01 -2.81 5.06
H -5.25 8.44 2.60
H 0.55 -6.53 0.75
H 0.25 -5.11 -1.41
H 2.41 3.67 4.40
H 4.17 -6.38 -1.14
H -3.83 1.23 4.47
H 7.11 -3.85 3.63
H 6.34 -1.59 -0.84
H 0.45 2.90 -2.36
H -0.77 -1.83 -2.73
H 6.16 2.51 2.02
H 0.64 -3.00 -1.33
H -3.62 -1.49 -3.14
H -1.11 -3.80 2.44
H -3.98 6.89 4.01
H 2.22 5.96 2.29
H 2.00 0.93 -3.57
H 4.39 -5.44 -3.28
H 2.64 1.34 -5.19
H 4.04 3.98 5.21
H 0.19 2.13 -4.70
H 1.77 2.22 1.94
H 0.85 1.42 4.43
H -1.76 7.27 2.90
H -0.02 4.30 3.38
H -0.64 -4.24 7.45
H -1.30 -5.14 -1.92
H 3.59 -0.72 5.06
H 5.92 3.92 1.10
H -4.36 6.15 2.47
H 4.18 -2.98 -1.88
H 0.94 6.50 1.15
H -3.82 5.09 -1.73
H 4.23 -4.22 5.76
H 4.64 -0.75 -3.34
H 3.55 -4.49 1.88
H 5.52 -2.28 0.55
H 5.46 -5.25 -1.10
H -3.47 1.05 -6.44
H -1.70 -2.02 -7.99
H 5.24 4.50 3.39
H 2.83 -4.91 -2.58
H 3.73 2.01 1.30
H -0.99 0.73 2.91
H 0.35 -0.87 3.56
H -2.68 -1.20 2.23
H -6.39 2.62 -4.48
H -3.61 1.03 -2.81
H 3.75 1.28 -3.83
H 2.62 -6.17 8.64
H -2.44 5.67 -5.16
H -3.78 10.53 1.36
H 0.45 -1.67 5.02
H -1.28 -0.15 5.82
H 0.43 -3.69 3.31
H -3.82 1.12 -0.18
H -4.45 -1.53 -0.69
H 2.09 3.77 -0.48
H -0.01 -5.19 -7.32
H 4.12 -2.76 -4.78
H -8.07 -0.67 -1.22
H -0.91 -5.64 8.52
H 6.76 1.12 0.14
H 1.17 0.76 6.03
H -2.07 -5.12 4.38
H 1.48 7.65 2.12
H -5.30 -2.26 0.77
H -2.04 -3.38 -9.04
H 2.57 -2.33 6.82
H 5.07 -3.89 1.24
H 0.38 -6.07 4.71
H 1.03 -2.38 -4.28
H -6.50 1.86 -2.97
H -2.44 0.10 3.75
H 6.12 0.56 -1.42
H -5.22 3.09 -3.27
H -3.79 4.90 -5.98
H -5.53 -0.63 -5.25
H 2.37 -2.28 0.60
H 2.26 -0.93 4.00
H -2.61 5.64 -6.97
H -0.13 5.43 -0.96
H -3.02 -0.68 -4.59
H 1.02 -1.31 -1.41
H 0.41 0.79 -1.34
H -2.05 5.31 4.38
H -0.22 -7.13 6.63
H -2.96 2.05 5.85
H 1.86 -3.72 6.29
H 2.38 0.01 0.10
H -3.50 2.96 -5.04
H 1.51 -2.01 2.15
H -2.09 3.56 -4.17
H 6.99 -1.29 0.76
H -0.02 4.46 -4.17
H -0.94 -3.90 -6.94
H 3.94 -1.23 3.45
H 1.34 2.15 0.27
H -0.31 0.41 -2.94
H -0.33 -6.06 -4.76
H -0.68 3.82 -0.39
H 0.01 2.28 1.49
H -2.77 -1.77 -9.26
H -1.71 -6.18 6.37
H 1.27 -2.24 -6.03
H -0.34 -6.42 -2.51
H -4.20 8.20 1.22
H -2.65 5.84 -0.54
H 2.07 5.32 -1.31
H 3.92 1.83 -1.07
H 4.74 -5.65 1.17
H -5.04 -1.38 -7.59
H 2.81 -3.37 4.04
H -3.07 4.02 -0.52
H 3.71 4.42 2.38
H -5.15 0.13 -2.46
H -0.07 2.18 -6.45
H 2.78 -0.11 1.81
H 2.64 -2.99 -3.87
H 1.19 -7.12 8.74
H 0.26 5.74 -3.29
H 3.11 -0.90 -2.52
H 1.32 -5.00 1.02
H -5.40 -3.09 -5.79
*
```